A | {"formula": "C4H13N4O", "method": "ωB97M-V/def2-TZVPD", "s_squared": 0.7553, "gap_ev": [8.272, 2.925], "homo_energy_ha": [-0.6083, -0.6079], "multiplicity": 2, "total_charge": 2, "species": ["C", "C", "O", "N", "H", "H", "H", "H", "H", "C", "C", "N", "N", "N", "H", "H", "H", "H", "H", "H", "H", "H"], "positions_angstrom": [[0.196, 3.609, -0.974], [-0.737, 2.459, -0.669], [-0.336, 1.293, -0.591], [-1.979, 2.740, -0.219], [1.224, 3.445, -0.705], [-0.138, 4.651, -0.845], [-2.606, 1.944, -0.099], [-2.474, 3.642, -0.094], [0.085, 3.878, -2.086], [0.917, -2.413, 2.237], [0.279, -2.075, -0.174], [0.839, -1.137, -0.882], [-0.009, -1.787, 1.194], [0.095, -3.277, -0.707], [0.999, -0.218, -0.465], [0.798, -1.057, -1.907], [-0.295, -0.758, 1.347], [-0.417, -3.915, -0.117], [0.355, -3.552, -1.643], [0.545, -3.412, 2.463], [0.750, -1.754, 3.133], [1.909, -2.308, 1.805]]}

***

B | {"formula": "C4H13N4O", "method": "ωB97M-V/def2-TZVPD", "s_squared": 0.7560, "gap_ev": [9.814, 4.132], "homo_energy_ha": [-0.6522, -0.6485], "multiplicity": 2, "total_charge": 2, "species": ["C", "C", "N", "N", "N", "H", "H", "H", "H", "H", "H", "H", "H", "C", "C", "O", "N", "H", "H", "H", "H", "H"], "positions_angstrom": [[1.297, 2.331, 0.339], [-0.942, 1.628, 1.299], [-0.838, 0.334, 1.041], [0.045, 2.592, 0.992], [-2.137, 1.893, 1.966], [-0.128, 0.000, 0.464], [-1.685, -0.278, 1.313], [-0.078, 3.515, 1.402], [-2.431, 2.952, 2.063], [-2.862, 1.271, 1.864], [1.391, 1.250, -0.003], [2.178, 2.477, 0.974], [1.354, 2.915, -0.523], [1.477, -3.004, -1.769], [0.523, -2.039, -1.151], [0.807, -0.983, -0.586], [-0.871, -2.331, -1.287], [2.270, -3.272, -0.950], [2.034, -2.389, -2.636], [-1.377, -1.698, -0.951], [-1.252, -3.204, -1.622], [1.224, -3.960, -2.236]]}

***

Stability summary - winner: A; margin: 12.1 kcal/mol.